Entry 1:
# C30H60N3O22S2

A cluster of 8 separate species, C30H60N3O22S2 in total in a non-equilibrium geometry (ωB97M-V with the def2-TZVPD basis set, the OMol25 dataset).

The geometry in XYZ format:
```
117
Properties=species:S:1:pos:R:3:mulliken_charge:R:1
N -5.79853 -0.54394 -1.96966 -0.48
C -4.38471 -0.24970 -2.38523 -0.89
C -3.73546 1.01145 -1.64861 0.27
C -2.86482 0.45296 -0.42478 -1.08
O -2.06069 1.55172 0.06252 -0.18
C -2.86005 2.61735 0.58828 -0.04
N -3.40409 2.34554 1.96957 -0.62
C -3.30662 3.44173 2.63641 0.41
S -3.41271 4.87235 3.45266 -0.15
C -4.05696 3.11158 -0.35514 -0.43
N -4.72825 2.01917 -1.14174 0.42
C -5.40215 2.63034 -2.33437 -0.87
C -6.33750 3.88729 -2.01900 -0.66
C -7.38151 3.67818 -0.82576 -0.48
S -8.13261 1.98846 -0.71255 -0.19
H -6.35430 -0.52644 -2.84221 0.28
H -5.78902 -1.54725 -1.71565 0.26
H -4.31782 -0.11445 -3.52283 0.34
H -3.74210 -1.16145 -2.12964 0.28
H -3.03978 1.57971 -2.35981 0.40
H -3.52496 -0.03218 0.36398 0.19
H -2.14838 -0.31325 -0.87309 0.43
H -2.15121 3.51291 0.70123 0.45
H -4.83660 3.58653 0.33763 0.10
H -3.67739 3.96704 -1.01777 0.34
H -5.36268 1.52343 -0.49041 0.67
H -4.56405 3.01907 -3.01686 0.33
H -6.00264 1.90709 -2.96244 0.47
H -6.94594 4.07532 -2.97409 0.38
H -5.74899 4.83649 -1.82174 0.30
H -6.96376 3.99502 0.19449 0.27
H -8.24567 4.40710 -1.02319 0.38
H -8.06235 1.33417 -1.92819 0.12
C 1.76329 -3.09522 2.91777 -0.86
O 1.92154 -1.67673 2.84733 -0.47
C 0.76776 -0.99041 2.86377 0.68
O -0.33778 -1.46408 2.92967 -0.60
O 1.06273 0.31582 2.79267 -0.25
C -0.07781 1.17214 2.80020 -0.39
H 2.75776 -3.54144 2.89691 0.35
H 1.27477 -3.38242 3.85046 0.30
H 1.20096 -3.46324 2.05778 0.29
H -0.64152 1.05673 3.72824 0.38
H -0.71301 0.97314 1.93493 -0.08
H 0.27628 2.20177 2.73878 0.35
C 1.56020 1.00728 -5.43029 -0.63
O 0.85890 0.42549 -4.32914 -0.26
C 1.35397 0.75449 -3.12677 0.60
O 2.29888 1.46977 -2.92177 -0.54
O 0.60808 0.14501 -2.18942 -0.19
C 1.02304 0.40694 -0.84826 -0.60
H 1.07557 0.67407 -6.34780 0.21
H 1.50771 2.09704 -5.38800 0.30
H 2.59830 0.67091 -5.44708 0.29
H 0.94862 1.47283 -0.62386 0.29
H 2.03993 0.04693 -0.68028 0.65
H 0.35139 -0.13379 -0.17994 -0.13
C -6.93007 4.13007 4.83767 -0.48
O -7.62908 3.52550 5.92063 -0.34
C -7.13069 3.82830 7.13036 0.77
O -6.18201 4.53926 7.34566 -0.54
O -7.87219 3.20203 8.05314 -0.32
C -7.45321 3.43546 9.39780 -0.62
H -7.41536 3.81864 3.91204 0.21
H -6.98162 5.21883 4.90541 0.32
H -5.89174 3.79330 4.81356 0.18
H -7.52518 4.49622 9.64522 0.29
H -6.43595 3.07113 9.55321 0.29
H -8.12289 2.88118 10.05494 0.22
C 4.70645 -0.99298 2.87712 -0.03
O 5.08000 -0.53897 1.57455 -0.19
C 6.38781 -0.27897 1.43575 0.68
O 7.22858 -0.39649 2.29304 -0.52
O 6.59855 0.13435 0.17782 -0.29
C 7.95976 0.44911 -0.11381 -0.64
H 3.62672 -1.17107 2.87075 -0.08
H 5.21229 -1.93154 3.11781 0.28
H 4.92809 -0.23195 3.62896 0.29
H 8.59367 -0.43146 0.00786 0.30
H 8.31022 1.26714 0.51854 0.29
H 8.01066 0.77041 -1.15403 0.20
C -2.04675 -3.70769 -3.59057 -0.72
O -3.43742 -3.97657 -3.40995 -0.29
C -3.70852 -5.22788 -3.00091 0.74
O -2.89934 -6.09152 -2.78764 -0.52
O -5.03862 -5.34319 -2.87228 -0.31
C -5.47489 -6.63289 -2.43993 -0.63
H -1.94650 -2.67281 -3.91986 0.18
H -1.50623 -3.82354 -2.64889 0.32
H -1.62457 -4.35654 -4.35985 0.41
H -5.07073 -6.86555 -1.45296 0.30
H -5.18994 -7.39849 -3.16373 0.30
H -6.56234 -6.60984 -2.37146 0.22
C 3.37819 -2.43355 -9.52345 -0.61
O 4.65006 -2.68570 -8.92975 -0.31
C 4.95962 -1.85910 -7.92060 0.81
O 4.27025 -0.96230 -7.50207 -0.53
O 6.16931 -2.20380 -7.45832 -0.31
C 6.63138 -1.40169 -6.37265 -0.61
H 3.23595 -3.15928 -10.32396 0.22
H 2.57847 -2.56435 -8.79160 0.28
H 3.34627 -1.43130 -9.95525 0.28
H 5.96176 -1.49114 -5.51490 0.28
H 6.72922 -0.35830 -6.67867 0.28
H 7.61512 -1.77042 -6.08288 0.22
C 12.65875 -2.13044 6.41878 -0.63
O 11.40003 -1.46239 6.36092 -0.32
C 10.64809 -1.79734 5.30052 0.75
O 10.95059 -2.58429 4.43895 -0.54
O 9.50331 -1.10408 5.36762 -0.31
C 8.59691 -1.36238 4.29214 -0.47
H 13.17782 -1.78367 7.31233 0.22
H 12.51879 -3.21036 6.49707 0.29
H 13.26724 -1.88243 5.54690 0.29
H 8.29600 -2.41281 4.28694 0.26
H 9.04308 -1.08482 3.33926 0.33
H 7.71160 -0.75138 4.44880 0.17
```

Output
* HOMO-LUMO gap: 8.39 eV
* highest occupied orbital energy: -11.5 eV
* E_tot: -3794.72347 a.u.
* charge: +1
* LUMO energy: -3.11 eV

Entry 2:
# C30H60O30

A cluster of 10 separate species, C30H60O30 in total in a non-equilibrium geometry (ωB97M-V with the def2-TZVPD basis set, the OMol25 dataset).

The geometry in XYZ format:
```
120
Properties=species:S:1:pos:R:3:mulliken_charge:R:1
C -5.00808 1.79448 -3.02225 -0.57
O -5.14408 0.96248 -1.88625 -0.19
C -5.85808 -0.21852 -1.88425 0.73
O -6.55508 -0.52652 -2.83825 -0.58
O -5.81108 -0.84452 -0.71525 -0.24
C -6.58108 -2.11452 -0.64825 -0.72
H -4.13708 2.43948 -2.87325 0.20
H -6.08108 2.28848 -3.00225 0.32
H -5.01408 1.20348 -4.20525 0.21
H -7.64608 -1.78752 -0.82825 0.40
H -6.80008 -2.57152 0.38975 0.26
H -6.32108 -2.74552 -1.55025 0.23
C -2.26008 0.50648 3.25475 -0.23
O -2.10608 -0.10152 4.54275 -0.38
C -0.96208 -0.65552 4.90075 0.68
O 0.00092 -0.49252 4.30175 -0.25
O -1.01108 -1.39452 6.05575 -0.37
C 0.24692 -2.01452 6.50275 -0.62
H -1.73008 1.54548 3.24675 0.29
H -3.28608 0.60248 3.03275 0.39
H -1.87808 0.00148 2.57375 -0.28
H 1.04592 -1.37952 7.12275 0.22
H 1.00792 -1.97052 5.72475 0.15
H -0.03408 -2.92352 6.93475 0.37
C -0.00008 4.75048 0.32975 -0.61
O 1.28692 4.83248 -0.30025 -0.28
C 1.42892 5.16548 -1.70725 0.83
O 0.42192 5.48848 -2.35825 -0.62
O 2.62992 5.12748 -2.14925 -0.31
C 2.75292 5.32648 -3.51025 -0.55
H -0.53708 5.68248 0.06275 0.50
H 0.05992 4.44548 1.51975 0.09
H -0.58108 4.18148 -0.30625 0.18
H 3.68492 5.01948 -3.59425 0.31
H 2.61192 6.30448 -3.94925 0.29
H 2.00792 4.57548 -3.98725 0.18
C 3.15392 1.05548 4.90675 -0.97
O 3.77492 2.27548 4.48075 -0.13
C 3.85992 3.40548 5.35575 0.60
O 3.41492 3.36348 6.51075 -0.57
O 4.65292 4.38848 4.78875 -0.23
C 4.78292 5.60548 5.42375 -0.64
H 3.78392 0.57648 5.55575 0.61
H 3.08592 0.23948 4.21075 0.22
H 2.31392 1.38748 5.54975 0.36
H 5.77492 6.14048 5.08675 0.19
H 4.86692 5.50248 6.57575 0.29
H 3.91792 6.10448 5.02475 0.30
C 0.52092 -3.99252 3.06175 -0.99
O -0.36208 -3.08552 2.42175 0.22
C -1.58808 -3.21652 2.31775 0.12
O -2.22408 -4.21452 2.84475 -0.69
O -2.23308 -2.29052 1.50675 0.61
C -3.61708 -2.13352 1.59275 -1.10
H 1.60892 -3.61152 2.74675 0.17
H 0.44592 -4.92352 2.57175 0.35
H 0.39092 -3.98852 4.02275 0.44
H -3.94308 -3.13952 1.50375 0.47
H -3.66608 -1.51652 0.74775 0.24
H -3.91008 -1.61752 2.46175 0.38
C 1.07492 -2.73652 -1.10925 -1.22
O 2.17992 -2.83152 -1.95225 -0.13
C 2.41892 -3.86552 -2.74925 0.64
O 1.62792 -4.75352 -2.74225 -0.56
O 3.54692 -3.78252 -3.45225 -0.33
C 3.83492 -4.77952 -4.47325 -0.66
H 0.38892 -1.97852 -1.46625 0.22
H 1.29992 -2.53652 -0.21825 0.68
H 0.45992 -3.58652 -1.00925 0.51
H 3.27392 -4.78752 -5.44525 0.27
H 3.90392 -5.72052 -3.93125 0.30
H 4.84992 -4.59652 -4.92225 0.24
C -2.67008 3.44248 -6.69125 -0.57
O -1.34908 2.93448 -6.34725 -0.38
C -1.15108 2.22848 -5.24725 0.78
O -2.11908 1.77548 -4.64725 -0.56
O 0.12492 1.96948 -4.94825 -0.45
C 0.24592 1.24048 -3.63725 -0.09
H -2.67108 3.92848 -7.72325 0.26
H -3.30108 3.96948 -5.84925 0.25
H -3.34208 2.52248 -6.85525 0.23
H -0.48908 0.50448 -3.83325 0.33
H 0.14492 2.04548 -2.87925 0.10
H 1.24692 0.80448 -3.70825 0.01
C -2.31808 0.42148 -0.67525 -0.79
O -1.54308 1.31548 0.13275 -0.42
C -0.27008 1.25248 0.30575 0.72
O 0.43392 0.59348 -0.50025 -0.28
O 0.30092 1.86448 1.33575 -0.30
C 1.72092 1.75448 1.41575 -1.33
H -3.24108 0.04248 -0.53125 0.30
H -1.99208 -0.79752 -0.62225 -0.05
H -2.28508 0.61248 -1.63925 0.37
H 2.02792 2.49648 2.13975 0.62
H 2.26192 1.95748 0.59175 0.59
H 2.11092 0.73248 1.31175 0.35
C -3.31508 -2.35852 -3.34325 -1.10
O -2.37908 -3.02952 -2.40925 -0.12
C -2.89808 -4.03152 -1.63525 0.74
O -4.05708 -4.22652 -1.57125 -0.62
O -1.94508 -4.64052 -1.00925 -0.09
C -2.17408 -5.77052 -0.27325 -0.70
H -3.47808 -1.32052 -2.73725 0.14
H -4.27508 -2.72352 -3.33525 0.41
H -2.97408 -1.97452 -4.15225 0.58
H -1.23408 -6.07952 -0.21625 0.34
H -2.82508 -6.64052 -0.59325 0.27
H -2.78608 -5.48752 0.76975 0.14
C 6.33492 -0.10852 2.63975 -0.64
O 5.63492 0.82948 1.72575 -0.31
C 4.87792 0.27148 0.65475 0.85
O 4.39892 -0.82952 0.91775 -0.58
O 4.73592 0.98048 -0.45225 -0.32
C 4.04592 0.54948 -1.52925 -0.36
H 6.92792 -0.81452 2.07475 0.34
H 5.62892 -0.89152 3.10675 0.21
H 6.79492 0.54748 3.35475 0.26
H 2.98692 0.36148 -1.35825 0.09
H 4.55292 -0.35252 -2.20025 0.18
H 4.03392 1.26548 -2.30525 0.33
```

Output
* structure (SMILES): COC(=O)OC.COC(=O)OC.COC(=O)OC.COC(=O)OC.COC(=O)OC.COC(=O)OC.COC(=O)OC.COC(=O)OC.COC(=O)OC.COC(=O)OC
* HOMO-LUMO gap: 10.85 eV
* highest occupied orbital energy: -10.3 eV
* E_tot: -3435.76169 a.u.
* relative energy (zero: lowest compared OMol25 entry of this formula, charge and spin): 1545.0 kJ/mol
* LUMO energy: 0.52 eV

Entry 3:
# C30H60O32S7

A cluster of 11 separate species, C30H60O32S7 in total in a non-equilibrium geometry (ωB97M-V with the def2-TZVPD basis set, the OMol25 dataset).

The geometry in XYZ format:
```
129
Properties=species:S:1:pos:R:3:mulliken_charge:R:1
O 3.05337 5.82426 -0.27802 -0.57
S 1.94472 5.77178 -1.24964 1.02
O 2.25891 5.61692 -2.67531 -0.50
O 0.87774 4.64895 -0.80332 -0.18
C -0.42016 5.21450 -0.62313 0.59
C -0.18046 6.62688 -0.17961 -0.39
O 0.88113 7.02245 -0.98475 -0.36
H -0.94170 5.15403 -1.57835 0.04
H -0.98971 4.65825 0.12138 -0.41
H 0.09143 6.64340 0.87581 0.35
H -0.99052 7.35619 -0.18173 0.35
O -4.53150 4.69914 -3.18416 -0.58
S -3.82194 3.52124 -2.66426 0.96
O -3.82852 3.31588 -1.24653 -0.37
O -4.50140 2.18835 -3.38462 -0.34
C -3.71854 1.58091 -4.35423 -0.15
C -2.26676 1.99481 -4.05646 0.73
O -2.34996 3.21051 -3.30559 -0.26
H -3.84675 0.49884 -4.38215 0.11
H -3.82047 1.91485 -5.38680 0.34
H -1.67522 2.12167 -4.96316 0.38
H -1.90410 1.32477 -3.27696 -0.71
O -5.98633 -0.72199 2.79037 -0.57
S -4.86913 -1.64281 3.12202 1.26
O -4.89835 -3.00158 2.69907 -0.55
O -3.42925 -0.94046 2.91480 -0.19
C -2.47139 -1.55253 3.72675 0.21
C -3.17983 -1.79328 5.05067 -0.47
O -4.52005 -1.58774 4.74498 -0.48
H -2.16509 -2.52044 3.32997 0.15
H -1.57096 -0.95231 3.85742 -0.07
H -2.72582 -1.01824 5.66814 0.33
H -2.99511 -2.80432 5.41368 0.33
O -0.89989 2.54707 5.34163 -0.61
S -1.36581 2.25777 3.99437 0.98
O -0.75611 1.14923 3.26162 -0.37
O -2.98094 2.01755 4.03499 -0.38
C -3.63618 2.58530 2.92436 -0.22
C -2.65044 3.48990 2.20710 0.26
O -1.46013 3.59233 2.99125 -0.39
H -3.85677 1.73530 2.27865 0.09
H -4.54972 3.02279 3.32702 0.31
H -3.09737 4.46314 2.00421 0.56
H -2.39356 3.00314 1.26627 -0.31
O 3.42681 -2.49645 -0.89334 -0.06
S 4.83681 -2.07678 -0.56322 0.78
O 5.56561 -1.39769 -1.64752 -0.55
O 4.97293 -1.21697 0.90004 -0.22
C 6.13805 -1.59532 1.67884 -0.14
C 6.54053 -2.99594 1.18494 -0.42
O 5.76362 -3.36221 0.01819 -0.35
H 6.79314 -0.76083 1.42865 0.35
H 5.90275 -1.56975 2.74283 0.02
H 6.37170 -3.75073 1.95299 0.36
H 7.59988 -2.94695 0.93299 0.28
O 2.07576 -5.60433 -0.44320 -0.51
S 2.17524 -5.69751 1.01347 1.00
O 2.64253 -6.91603 1.63470 -0.59
O 2.98182 -4.35442 1.55456 -0.26
C 2.13630 -3.46209 2.17985 0.09
C 0.69145 -3.82527 1.79955 0.64
O 0.80376 -5.20921 1.74227 -0.46
H 2.23990 -3.60554 3.25539 0.26
H 2.50600 -2.52359 1.76677 -0.19
H 0.44869 -3.30057 0.87551 -0.05
H -0.04689 -3.40973 2.48533 0.03
O 0.04148 -3.12091 -6.53167 -0.52
S -0.24545 -3.26038 -5.06678 1.03
O -1.53890 -3.92490 -4.62662 -0.51
O 1.08972 -3.91279 -4.20567 -0.49
C 1.52542 -3.22967 -3.06635 0.55
C 0.58030 -2.06315 -2.95042 0.25
O 0.01304 -1.84193 -4.24678 -0.35
H 1.43544 -3.92674 -2.23322 0.00
H 2.59211 -3.00597 -3.08172 0.31
H 1.05976 -1.13649 -2.63494 -0.25
H -0.25721 -2.26527 -2.28272 -0.01
C 2.81277 2.34694 -3.52033 0.24
C 3.32055 0.93355 -3.48955 0.61
C 4.73184 0.96789 -4.04884 -0.48
O 4.90438 2.26549 -4.60877 -0.47
C 4.04748 3.14474 -3.89724 -0.67
H 2.40211 2.72379 -2.58362 -0.20
H 2.07496 2.58428 -4.28675 0.15
H 2.66096 0.31094 -4.09403 -0.15
H 3.28221 0.45716 -2.50992 -0.31
H 4.77155 0.18687 -4.80814 0.33
H 5.45718 0.65619 -3.29728 0.24
H 3.76709 4.06579 -4.40827 0.40
H 4.57423 3.46117 -2.99696 0.30
C 2.28334 1.16979 4.44246 0.26
C 3.14410 0.91713 5.68236 -0.88
C 4.08782 -0.17922 5.27796 -0.60
O 3.34102 -0.95895 4.40325 -0.40
C 2.41874 -0.15692 3.70911 0.45
H 2.60231 2.00525 3.81928 0.40
H 1.25528 1.34209 4.76107 -0.42
H 2.44209 0.57965 6.44485 0.25
H 3.71484 1.67347 6.22117 0.43
H 4.55338 -0.67343 6.13067 0.44
H 4.94054 0.25488 4.75592 0.26
H 1.51431 -0.76257 3.76646 -0.14
H 2.52367 -0.02823 2.63183 -0.01
C -5.00438 -1.39930 -2.53967 0.04
C -4.57115 -2.66412 -1.74772 0.33
C -5.78688 -3.05681 -0.93552 -0.39
O -6.83533 -2.10185 -1.24088 -0.44
C -6.55283 -1.54080 -2.54150 -0.65
H -4.48528 -1.33585 -3.49602 0.26
H -4.63463 -0.48465 -2.07620 -0.03
H -3.66339 -2.47858 -1.17358 -0.53
H -4.33387 -3.40042 -2.51561 0.29
H -5.54018 -3.20550 0.11573 0.22
H -6.13434 -4.05776 -1.19138 0.23
H -6.99747 -0.55708 -2.69215 0.38
H -6.87472 -2.21280 -3.33704 0.29
C -0.02578 0.88004 -0.54461 0.93
C -1.32700 0.22645 -0.90089 0.76
C -1.69175 -0.69861 0.23423 0.54
O -0.40501 -1.19546 0.51432 -0.11
C 0.53942 -0.09480 0.42753 1.13
H -0.00224 1.90174 -0.16556 0.00
H 0.70180 0.86493 -1.35608 -0.85
H -1.20629 -0.22817 -1.88418 -0.22
H -2.08162 0.99159 -1.08307 -0.19
H -2.36241 -1.53756 0.04850 -0.08
H -2.07788 -0.14920 1.09280 -0.84
H 1.50696 -0.53980 0.19529 0.12
H 0.49357 0.31576 1.43621 -1.12
```

Output
* structure (SMILES): O=S1(=O)OCCO1.O=S1(=O)OCCO1.O=S1(=O)OCCO1.O=S1(=O)OCCO1.O=S1(=O)OCCO1.O=S1(=O)OCCO1.O=S1(=O)OCCO1.C1CCOC1.C1CCOC1.C1CCOC1.C1CCOC1
* HOMO-LUMO gap: 9.38 eV
* highest occupied orbital energy: -9.5 eV
* E_tot: -6373.66132 a.u.
* relative energy (zero: lowest compared OMol25 entry of this formula, charge and spin): 474.4 kJ/mol
* LUMO energy: -0.11 eV